Version a
# C4H10N4

A structure of composition C4H10N4 (ωB97M-V/def2-TZVPD, the Open Molecules 2025 dataset).

## Properties
LUMO energy: 1.068 eV
spin multiplicity: 1
HOMO energy: -8.1 eV

Positions of all 18 atoms, in Å:
C (1.44716, -1.06044, -1.66970)
N (0.42859, 0.76771, -0.00682)
N (1.74575, -0.36833, -0.43808)
C (-0.06677, -0.11362, 0.85096)
N (-0.26869, 1.24084, -1.07583)
C (-1.63111, 0.68914, 1.40747)
C (0.27179, -1.05687, 1.72016)
N (-2.37895, 1.27873, 0.59170)
H (2.44955, 0.34845, -0.60817)
H (-0.37957, 2.24463, -0.99088)
H (-1.20527, 0.84092, -1.19708)
H (-3.33489, 1.48254, 0.89256)
H (-1.91642, 0.42632, 2.43850)
H (2.37240, -1.38922, -2.15339)
H (0.89626, -0.42870, -2.38992)
H (0.82231, -1.92928, -1.45443)
H (1.13192, -1.67800, 1.54058)
H (-0.38404, -1.29482, 2.54238)



Version b
# C4H10N4

A structure of composition C4H10N4 (ωB97M-V/def2-TZVPD, the Open Molecules 2025 dataset).

## Properties
LUMO energy (spin up / spin down): 0.131 / 0.133 eV
spin multiplicity: 1
HOMO energy (spin up / spin down): -6.3 / -6.3 eV

Positions of all 18 atoms, in Å:
C (-1.55804, 0.71983, -1.25113)
N (-0.75555, 1.73079, -1.23067)
C (-1.48079, -1.30216, 1.35057)
N (-1.71180, -0.19373, 1.01440)
H (-1.11532, 2.57170, -0.79249)
H (0.48599, 1.63396, -0.93433)
H (-1.20854, -0.19462, -1.70237)
H (-2.60127, 0.80640, -0.97629)
H (-1.75549, -2.01507, 2.12027)
H (-0.21344, -2.06366, 0.65831)
C (1.77042, 0.25404, 0.27321)
C (1.23037, -0.89874, -0.26635)
N (0.92138, -2.03132, 0.43535)
N (1.74048, 1.43201, -0.36233)
H (1.29799, -1.98663, 1.38096)
H (2.00786, 2.19526, 0.25124)
H (2.03528, 0.23118, 1.33310)
H (0.91050, -0.88922, -1.30144)



Version c
# C4H10N4

An isolated molecule of C4H10N4 (ωB97M-V/def2-TZVPD, the Open Molecules 2025 dataset).

## Properties
LUMO energy: 0.984 eV
spin multiplicity: 1
HOMO energy: -9.0 eV
SMILES: [H]/N=C(N)/C(CNC)=N/[H]

Positions of all 18 atoms, in Å:
C (0.58089, -0.29797, -0.05061)
C (2.97835, 0.23108, -0.21466)
N (1.62658, 0.74414, -0.28526)
C (-0.71929, 0.40324, 0.09654)
C (-1.89427, -0.61266, 0.11214)
N (-3.07584, -0.04076, 0.46357)
N (-0.96111, 1.59302, 0.41566)
N (-1.71225, -1.80244, -0.29256)
H (1.47171, 1.18372, -1.18980)
H (-3.04781, 0.91196, 0.78763)
H (-3.92533, -0.57766, 0.50930)
H (-0.13107, 2.18078, 0.47233)
H (-2.55273, -2.37760, -0.30296)
H (0.82127, -0.81045, 0.88530)
H (0.52414, -1.03346, -0.86399)
H (3.15219, -0.16809, 0.78592)
H (3.68293, 1.04387, -0.38844)
H (3.18162, -0.57072, -0.94010)



Version d
# C4H10N4

A structure of composition C4H10N4 (ωB97M-V/def2-TZVPD, the Open Molecules 2025 dataset).

## Properties
LUMO energy: 0.311 eV
spin multiplicity: 1
HOMO energy: -8.7 eV

Positions of all 18 atoms, in Å:
C (1.58487, 1.06960, 0.70548)
C (1.40406, -0.91577, -0.62941)
C (-0.21156, -0.99349, 1.12867)
C (-2.22101, 0.00308, -0.98821)
H (0.47019, 0.82297, 1.34379)
H (1.59035, 2.36286, 0.08279)
H (2.84276, 0.43456, 1.45183)
H (2.76277, 0.46084, -1.29910)
H (1.98883, -1.90016, -1.31154)
H (-0.36004, -1.89427, 2.06243)
H (-1.99459, 1.66447, 0.31229)
H (-2.78119, 0.67766, -1.59416)
H (-2.97051, -0.56295, -0.35357)
H (-1.62632, -0.97261, -1.23336)
N (1.72625, 0.45836, -0.67231)
N (0.41156, -1.41071, -0.10346)
N (-1.24798, -0.10114, 1.15554)
N (-1.36846, 0.79669, -0.05768)



Least stable structure: version d



Version a
# H6O3

A cluster of 3 separate species, H6O3 in total (ωB97M-V/def2-TZVPD, the Open Molecules 2025 dataset).

## Properties
LUMO energy: 0.258 eV
spin multiplicity: 1
HOMO energy: -11.3 eV
SMILES: O.O.O

Positions of all 9 atoms, in Å:
O (-1.50863, 0.73331, -1.64442)
H (-2.15827, 0.94282, -0.96603)
H (-0.66090, 0.69375, -1.18368)
O (1.95993, -0.79973, -0.37068)
H (2.48974, -1.37092, 0.19517)
H (1.08671, -0.74809, 0.06128)
O (-0.38314, -0.17307, 1.13581)
H (-1.08760, 0.47753, 1.04862)
H (0.26216, 0.24441, 1.72392)



Version b
# H6O3

A cluster of 3 separate species, H6O3 in total (ωB97M-V/def2-TZVPD, the Open Molecules 2025 dataset).

## Properties
LUMO energy: 0.676 eV
spin multiplicity: 1
HOMO energy: -9.0 eV
SMILES: O.O.O

Positions of all 9 atoms, in Å:
H (-0.74864, -0.87106, 0.63220)
H (-1.04548, -0.89972, -0.85813)
H (3.24824, 0.93020, 0.21606)
H (3.12562, -0.58473, 0.21742)
H (-2.14974, 1.16773, -0.25446)
H (-2.90597, 0.21486, 0.65667)
O (-0.61457, -0.36838, -0.17917)
O (3.59328, 0.13946, -0.21367)
O (-2.50273, 0.27164, -0.21692)



Version c
# H6O3

A cluster of 3 separate species, H6O3 in total (ωB97M-V/def2-TZVPD, the Open Molecules 2025 dataset).

## Properties
LUMO energy: 0.506 eV
spin multiplicity: 1
HOMO energy: -11.4 eV
SMILES: O.O.O

Positions of all 9 atoms, in Å:
O (-4.43599, 0.27898, -0.78252)
H (-4.40159, -0.26303, -1.57074)
H (-3.53315, 0.29855, -0.46514)
O (0.05087, 0.97094, -0.56930)
H (0.31249, 0.98496, -1.48995)
H (0.55602, 1.67663, -0.16550)
O (3.75597, -1.65200, 1.87002)
H (3.71620, -1.49440, 0.92672)
H (3.97917, -0.80067, 2.24638)



Version d
# H6O3

A cluster of 3 separate species, H6O3 in total (ωB97M-V/def2-TZVPD, the Open Molecules 2025 dataset).

## Properties
LUMO energy: 0.609 eV
spin multiplicity: 1
HOMO energy: -10.8 eV
SMILES: O.O.O

Positions of all 9 atoms, in Å:
O (2.80050, -0.12338, 0.12860)
H (3.75663, -0.02425, 0.14922)
H (2.62860, -0.76270, -0.56992)
O (-0.54357, -0.38111, 0.55276)
H (0.24217, 0.13096, 0.32218)
H (-0.69327, -0.18745, 1.48351)
O (-2.77284, 0.73205, -0.95994)
H (-1.94890, 0.35052, -0.61547)
H (-3.46933, 0.26536, -0.49094)



Least stable structure: version b



Version a
# C5H12O3

A cluster of 2 separate species, C5H12O3 in total (ωB97M-V/def2-TZVPD, the Open Molecules 2025 dataset).

## Properties
LUMO energy: 0.579 eV
spin multiplicity: 1
HOMO energy: -9.9 eV
SMILES: CC(C)=O.OCCO

Positions of all 20 atoms, in Å:
O (-0.81584, -0.40914, 3.10303)
C (-0.54447, -1.59871, 3.09319)
C (0.37560, -2.19985, 2.05580)
C (-1.10909, -2.55560, 4.11770)
H (0.72627, -1.42288, 1.35584)
H (-0.15282, -2.97880, 1.48080)
H (1.25347, -2.65673, 2.54285)
H (-1.70368, -3.34030, 3.62039)
H (-0.29308, -3.03723, 4.68230)
H (-1.75954, -2.01868, 4.82850)
O (1.59650, 1.64303, -4.21738)
O (0.76303, 2.49724, -1.67650)
C (0.44180, 2.44295, -4.00845)
C (-0.20363, 2.15493, -2.67439)
H (2.15481, 1.76562, -3.42135)
H (0.45797, 2.14827, -0.81302)
H (0.68759, 3.52054, -4.07043)
H (-0.26445, 2.21111, -4.82875)
H (-1.13036, 2.74932, -2.55901)
H (-0.48005, 1.08486, -2.61118)



Version b
# C5H12O3

A cluster of 3 separate species, C5H12O3 in total (ωB97M-V/def2-TZVPD, the Open Molecules 2025 dataset).

## Properties
LUMO energy: 0.660 eV
spin multiplicity: 1
HOMO energy: -8.1 eV
SMILES: C=C/C(O)=C/C.O.O

Positions of all 20 atoms, in Å:
C (2.06943, 1.07127, 1.19182)
C (0.96248, 0.06990, 1.50558)
C (0.30686, -0.58737, 0.51742)
O (0.68432, -0.53994, -0.78917)
C (-0.59644, -1.62235, 0.97512)
C (-1.31762, -2.39003, 0.11964)
H (2.71178, 1.12237, 2.07733)
H (1.62238, 2.04309, 0.97793)
H (2.73813, 0.73476, 0.40361)
H (0.65757, -0.01093, 2.53536)
H (-0.14438, -0.55773, -1.33854)
H (-0.84813, -1.75724, 2.01658)
H (-0.97791, -2.57603, -0.89129)
H (-2.18344, -2.93869, 0.45664)
H (0.06862, 2.97530, -0.61750)
H (0.29178, 1.58563, -1.11372)
O (-0.32026, 2.33916, -1.21646)
H (-1.63669, 1.02995, -1.98253)
H (-2.30484, -0.06416, -2.81978)
O (-1.78363, 0.07303, -2.00803)



Version c
# C5H12O3

An isolated molecule of C5H12O3 (ωB97M-V/def2-TZVPD, the Open Molecules 2025 dataset).

## Properties
LUMO energy: 0.668 eV
spin multiplicity: 1
HOMO energy: -8.7 eV
SMILES: COC[C@@](C)(O)CO

Positions of all 20 atoms, in Å:
C (-0.20784, 0.31275, 0.14664)
C (1.01490, -0.35290, -0.30360)
C (0.75549, 1.43992, 1.17589)
C (-0.04108, -2.51372, -1.20162)
C (-0.99743, 1.12302, -0.85247)
O (0.48585, -1.26509, -1.54699)
O (-0.96301, -0.46103, 0.99853)
O (-0.20950, 1.94101, 2.06342)
H (-1.65760, 0.09427, 1.37671)
H (0.11942, 1.86812, 2.96604)
H (1.42880, -1.04975, 0.42526)
H (1.71632, 0.27990, -0.83764)
H (1.09985, 2.24199, 0.51986)
H (1.60053, 0.99133, 1.70917)
H (0.73367, -3.18703, -0.80250)
H (-0.83635, -2.44195, -0.44410)
H (-0.47374, -2.97152, -2.09774)
H (-0.32883, 1.65310, -1.52490)
H (-1.61670, 0.45300, -1.44512)
H (-1.62274, 1.84456, -0.32484)



Version d
# C5H12O3

An isolated molecule of C5H12O3 (ωB97M-V/def2-TZVPD, the Open Molecules 2025 dataset).

## Properties
LUMO energy: 0.565 eV
spin multiplicity: 1
HOMO energy: -9.7 eV
SMILES: C[C@@](O)(CO)CCO

Positions of all 20 atoms, in Å:
C (0.13069, 0.28528, -0.18468)
C (-0.53475, -2.15681, 0.48861)
C (0.53386, -1.05933, 0.44556)
C (1.35164, 1.23250, -0.18959)
C (-1.07342, 0.92987, 0.50601)
O (-0.24071, 0.04176, -1.55404)
O (-1.43278, -2.14638, -0.60838)
O (1.01543, 2.47672, -0.80425)
H (-0.16506, 0.90794, -2.00620)
H (-1.08860, -1.51305, -1.27447)
H (0.67573, 3.06314, -0.10297)
H (-1.12253, -2.07870, 1.40872)
H (-0.04449, -3.13644, 0.50281)
H (0.91369, -0.90513, 1.46378)
H (1.37327, -1.46209, -0.13747)
H (2.16054, 0.80185, -0.79016)
H (1.73163, 1.42140, 0.81992)
H (-1.94764, 0.27093, 0.48769)
H (-0.85103, 1.18501, 1.54628)
H (-1.38548, 1.84153, -0.01720)



Least stable structure: version c